# 1
This record from the Open Molecules 2025 dataset describes 13 unconnected molecules or ions with the total composition C37H106N8O13 in a non-equilibrium geometry. The level of theory is wB97M-V/def2-TZVPD.

Last column: Löwdin charge in e.
Element x y z (Å)
C 7.787 -7.747 5.471  -0.066
C 7.268 -8.287 4.141  -0.410
C 6.357 -7.313 3.334  -0.150
O 5.175 -6.840 4.052  -0.194
C 4.199 -6.139 3.324  -0.124
N 8.474 -8.709 3.450  0.039
H 8.400 -6.850 5.380  0.082
H 8.221 -8.511 6.115  0.082
H 6.964 -7.400 6.095  0.073
H 6.584 -9.086 4.427  0.132
H 5.994 -7.807 2.433  0.078
H 6.884 -6.442 2.945  0.120
H 4.658 -5.398 2.670  0.077
H 3.505 -5.495 3.864  0.082
H 3.634 -6.869 2.745  0.082
H 8.887 -9.261 4.188  0.071
H 8.253 -9.428 2.776  0.027
C 11.072 -15.103 0.569  -0.068
C 11.452 -15.970 1.678  -0.475
C 12.570 -15.423 2.534  -0.160
O 13.661 -15.071 1.681  -0.199
C 14.600 -14.137 2.211  -0.091
N 10.265 -16.128 2.428  0.028
H 11.857 -14.984 -0.178  0.096
H 10.731 -14.162 1.001  0.090
H 10.206 -15.496 0.038  0.053
H 11.681 -16.921 1.198  0.144
H 12.954 -16.302 3.053  0.131
H 12.190 -14.574 3.102  0.133
H 14.128 -13.155 2.187  0.065
H 15.552 -14.079 1.684  0.086
H 14.917 -14.393 3.222  0.085
H 10.271 -16.930 3.041  0.104
H 9.545 -16.370 1.762  0.016
C 6.204 -17.888 0.163  -0.040
C 7.077 -17.158 1.226  -0.394
C 7.127 -17.894 2.567  -0.164
O 5.824 -18.391 2.969  -0.205
C 5.703 -19.254 4.118  -0.076
N 8.286 -16.790 0.584  0.022
H 5.157 -17.732 0.421  0.080
H 6.458 -18.937 0.015  0.080
H 6.351 -17.422 -0.811  0.055
H 6.523 -16.243 1.433  0.142
H 7.602 -17.361 3.391  0.104
H 7.671 -18.816 2.363  0.127
H 6.298 -18.877 4.950  0.077
H 6.083 -20.263 3.953  0.085
H 4.676 -19.258 4.484  0.098
H 8.871 -17.604 0.458  0.107
H 8.197 -16.279 -0.283  0.055
C 4.529 -10.703 2.152  -0.049
C 3.565 -11.601 2.928  -0.375
C 3.434 -12.982 2.196  -0.244
O 2.718 -13.984 2.851  -0.174
C 1.288 -13.856 2.605  -0.073
N 4.168 -11.768 4.268  0.046
H 4.394 -9.621 2.174  0.060
H 4.403 -11.035 1.122  0.069
H 5.580 -10.828 2.412  0.059
H 2.578 -11.154 3.050  0.124
H 4.436 -13.378 2.034  0.110
H 3.192 -12.852 1.141  0.107
H 0.951 -13.924 1.570  0.085
H 0.996 -12.905 3.050  0.080
H 0.761 -14.598 3.204  0.083
H 5.172 -11.872 4.240  0.033
H 3.883 -12.712 4.487  0.053
C 4.945 -8.388 -1.865  -0.053
C 5.478 -8.245 -0.413  -0.395
C 6.919 -8.792 -0.304  -0.131
O 7.814 -8.173 -1.328  -0.204
C 9.194 -8.509 -1.217  -0.107
N 5.507 -6.807 -0.252  0.029
H 5.711 -8.147 -2.603  0.071
H 4.087 -7.761 -2.109  0.080
H 4.740 -9.446 -2.023  0.051
H 4.846 -8.741 0.325  0.103
H 6.857 -9.807 -0.695  0.096
H 7.305 -8.813 0.715  0.102
H 9.665 -8.280 -0.261  0.081
H 9.777 -7.891 -1.899  0.085
H 9.369 -9.549 -1.492  0.064
H 6.138 -6.506 0.477  0.052
H 5.908 -6.303 -1.030  0.073
C 13.716 -8.363 3.914  -0.061
C 12.444 -8.370 3.039  -0.419
C 12.179 -9.721 2.373  -0.244
O 12.892 -9.775 1.180  -0.189
C 12.555 -11.013 0.424  -0.048
N 11.333 -7.965 3.924  0.038
H 13.776 -7.355 4.326  0.067
H 14.473 -8.659 3.188  0.075
H 13.726 -8.977 4.814  0.075
H 12.540 -7.723 2.167  0.132
H 11.145 -9.828 2.045  0.111
H 12.400 -10.555 3.040  0.125
H 12.834 -11.821 1.101  0.053
H 13.195 -11.111 -0.453  0.086
H 11.525 -11.191 0.116  0.072
H 10.398 -8.092 3.563  0.007
H 11.503 -6.970 3.934  0.065
C 11.150 -17.949 -2.959  -0.057
C 10.447 -17.075 -3.981  -0.452
C 10.744 -17.420 -5.423  -0.155
O 9.835 -16.746 -6.388  -0.209
C 9.971 -17.178 -7.745  -0.100
N 9.054 -17.121 -3.617  0.053
H 10.988 -17.544 -1.960  0.071
H 12.220 -18.088 -3.114  0.083
H 10.812 -18.983 -3.018  0.080
H 10.833 -16.069 -3.816  0.130
H 10.558 -18.487 -5.550  0.120
H 11.807 -17.378 -5.659  0.126
H 10.994 -17.469 -7.985  0.084
H 9.649 -16.363 -8.394  0.085
H 9.284 -18.002 -7.939  0.083
H 8.556 -16.822 -4.443  0.057
H 8.742 -18.070 -3.471  0.088
O 9.302 -13.979 3.779  -0.052
H 9.694 -14.721 3.320  -0.027
H 9.454 -13.231 3.201  0.030
O 8.097 -13.588 0.554  -0.030
H 8.390 -14.489 0.685  0.006
H 7.707 -13.587 -0.320  0.008
O 8.029 -11.459 2.224  -0.062
H 7.279 -11.924 2.593  -0.007
H 8.330 -12.019 1.508  -0.007
O 6.299 -16.105 5.039  -0.026
H 7.185 -16.023 5.393  0.056
H 6.357 -16.828 4.414  -0.020
O 6.750 -13.505 3.756  -0.072
H 7.655 -13.804 3.668  -0.040
H 6.284 -14.255 4.126  0.008
C 5.076 -14.282 -1.204  -0.017
C 5.825 -13.698 -2.439  -0.406
C 5.561 -12.113 -2.638  -0.104
C 6.498 -11.478 -3.678  -0.175
C 7.944 -11.702 -3.287  -0.136
C 8.333 -13.201 -3.095  -0.426
N 7.298 -13.856 -2.240  -0.154
O 7.667 -15.087 -1.813  -0.057
C 8.426 -13.840 -4.541  -0.023
C 9.753 -13.276 -2.489  -0.023
C 5.325 -14.509 -3.719  -0.016
H 5.189 -15.355 -1.044  0.065
H 4.039 -14.043 -1.444  0.087
H 5.390 -13.815 -0.271  0.070
H 4.550 -11.836 -2.936  0.113
H 5.739 -11.698 -1.645  0.095
H 6.287 -10.410 -3.738  0.105
H 6.426 -11.951 -4.658  0.098
H 8.030 -11.336 -2.264  0.099
H 8.553 -11.220 -4.051  0.132
H 8.171 -14.899 -4.579  0.048
H 7.830 -13.388 -5.334  0.070
H 9.430 -13.726 -4.951  0.081
H 10.480 -12.756 -3.113  0.093
H 9.777 -12.746 -1.537  0.068
H 10.058 -14.282 -2.204  0.064
H 5.471 -15.577 -3.556  0.075
H 5.815 -14.214 -4.647  0.058
H 4.265 -14.288 -3.841  0.080
H 7.805 -15.588 -2.619  0.056

Calculated values
Gap between HOMO and LUMO ... 8.631 eV
Multiplicity ... 1
HOMO ... -8.45 eV
Max |F| ... 0.06949 hartree/bohr
Lowest unoccupied orbital energy ... 0.0066 Eh
Energy relative to the best compared isomer or geometry (same formula, charge and spin) ... 30.1 kcal per mole


# 2
This record from the Open Molecules 2025 dataset describes a molecular structure, C29H25BrCaN8OPS3 in a non-equilibrium geometry. The level of theory is wB97M-V/def2-TZVPD.

Last column: natural (NBO) charge in e.
Element x y z (Å)
Ca 0.229 0.123 -0.177  1.761
Br 4.746 -5.377 -2.984  -0.006
C 3.934 -3.780 -2.344  -0.175
C 4.351 -2.543 -2.839  -0.222
C 3.775 -1.389 -2.382  -0.252
C 2.712 -1.384 -1.424  0.421
O 2.199 -0.291 -1.046  -0.802
C 2.319 -2.677 -0.909  -0.256
C 1.347 -2.916 0.151  0.203
N 0.426 -2.124 0.552  -0.570
C -0.459 -2.444 1.612  0.104
C -0.785 -3.746 1.931  -0.233
C -1.676 -4.052 2.967  -0.239
C -2.252 -3.038 3.685  -0.185
C -1.978 -1.696 3.369  -0.138
C -2.584 -0.617 4.091  -0.176
C -2.303 0.658 3.746  -0.227
C -1.439 0.897 2.636  0.114
N -0.893 -0.074 1.942  -0.606
C -1.102 -1.369 2.313  0.247
C 2.960 -3.836 -1.377  -0.171
H 5.145 -2.501 -3.574  0.213
H 4.107 -0.422 -2.737  0.214
H 1.469 -3.890 0.639  0.152
H -0.343 -4.555 1.363  0.201
H -1.897 -5.087 3.194  0.203
H -2.930 -3.250 4.504  0.200
H -3.251 -0.851 4.913  0.200
H -2.709 1.507 4.278  0.219
H -1.372 1.896 2.230  0.218
H 2.670 -4.796 -0.965  0.209
C -5.181 0.983 -2.947  -0.402
N -4.321 0.575 -1.858  -0.340
C -4.630 -0.370 -0.915  -0.095
C -3.525 -0.492 -0.120  -0.069
N -2.550 0.351 -0.555  -0.479
C -3.044 0.984 -1.601  0.068
P -2.101 2.029 -2.753  0.702
C -1.057 2.973 -1.618  0.037
N -0.160 2.501 -0.773  -0.532
C 0.418 3.566 -0.150  -0.064
C -0.153 4.712 -0.634  -0.079
N -1.082 4.335 -1.565  -0.330
C -1.909 5.239 -2.335  -0.399
C -1.022 0.678 -3.368  0.076
N -0.491 -0.295 -2.650  -0.506
C 0.033 -1.192 -3.527  -0.061
C -0.185 -0.760 -4.805  -0.089
N -0.854 0.431 -4.700  -0.337
C -1.330 1.221 -5.814  -0.400
H -6.215 0.820 -2.653  0.214
H -4.971 0.408 -3.850  0.203
H -5.036 2.040 -3.157  0.221
H -5.593 -0.849 -0.889  0.214
H -3.383 -1.112 0.751  0.234
H 1.189 3.460 0.611  0.288
H 0.016 5.745 -0.384  0.220
H -1.737 6.248 -1.969  0.220
H -2.964 4.999 -2.213  0.208
H -1.653 5.198 -3.394  0.205
H 0.563 -2.068 -3.191  0.236
H 0.101 -1.167 -5.759  0.217
H -0.697 1.019 -6.676  0.216
H -1.266 2.279 -5.574  0.221
H -2.363 0.972 -6.061  0.202
S 2.862 3.175 2.278  -0.382
C 1.845 1.934 2.848  -0.512
S 2.073 0.291 2.382  -0.412
S 0.560 2.311 3.938  -0.337

Calculated values
Gap between HOMO and LUMO ... 3.643 eV
Multiplicity ... 1
HOMO ... -2.10 eV
Max |F| ... 0.02005 hartree/bohr
Lowest unoccupied orbital energy ... 0.0566 Eh
Energy relative to the best compared isomer or geometry (same formula, charge and spin) ... 27.1 kcal per mole
Total charge ... -1


# 3
This record from the Open Molecules 2025 dataset describes a molecular structure, C32H40BN4PRuS2Se2 in a non-equilibrium geometry. The level of theory is wB97M-V/def2-TZVPD.

Last column: Löwdin charge in e.
Element x y z (Å)
Ru -0.956 0.167 1.596  0.395
C -2.391 -2.880 0.531  -0.016
C -1.875 -2.077 1.695  -0.246
C -0.554 -2.236 2.159  -0.233
C 0.314 -3.286 1.538  -0.019
C -0.073 -1.451 3.240  -0.237
C 1.346 -1.628 3.709  -0.036
C -0.946 -0.570 3.914  -0.257
C -0.524 0.136 5.172  -0.031
C -2.266 -0.391 3.442  -0.278
C -3.170 0.618 4.109  -0.030
C -2.747 -1.202 2.382  -0.291
C -4.213 -1.240 2.047  -0.046
H -2.955 -3.752 0.876  0.111
H -1.581 -3.227 -0.103  0.058
H -3.056 -2.274 -0.082  0.087
H 0.617 -2.979 0.534  0.051
H -0.242 -4.220 1.447  0.107
H 1.208 -3.480 2.122  0.081
H 1.446 -2.521 4.332  0.111
H 1.677 -0.773 4.288  0.069
H 2.011 -1.737 2.854  0.076
H -0.185 1.156 4.964  0.062
H 0.284 -0.393 5.669  0.084
H -1.363 0.192 5.865  0.092
H -3.670 0.186 4.981  0.108
H -3.928 0.974 3.418  0.079
H -2.599 1.484 4.441  0.089
H -4.442 -0.704 1.125  0.040
H -4.814 -0.807 2.841  0.085
H -4.522 -2.276 1.915  0.097
Se 0.864 -0.017 0.018  0.427
P -0.114 -0.462 -1.967  0.711
Se -2.605 1.060 0.228  0.370
C -0.003 -2.287 -2.186  -0.467
C 1.167 -3.015 -1.977  -0.121
C 1.189 -4.385 -2.197  -0.072
C 0.043 -5.040 -2.637  -0.074
C -1.120 -4.320 -2.865  -0.080
C -1.141 -2.947 -2.639  -0.138
C 1.220 -0.010 -3.148  -0.466
C 2.477 0.473 -2.803  -0.137
C 3.396 0.804 -3.796  -0.079
C 3.073 0.644 -5.133  -0.082
C 1.820 0.151 -5.485  -0.079
C 0.900 -0.170 -4.498  -0.122
H 2.066 -2.503 -1.646  0.104
H 2.103 -4.942 -2.033  0.108
H 0.063 -6.109 -2.809  0.107
H -2.012 -4.824 -3.216  0.107
H -2.056 -2.385 -2.803  0.099
H 2.739 0.608 -1.761  0.042
H 4.372 1.182 -3.516  0.105
H 3.793 0.898 -5.900  0.106
H 1.562 0.015 -6.528  0.107
H -0.076 -0.557 -4.775  0.104
C -2.630 2.301 -3.318  -0.021
N -1.443 2.893 -2.713  -0.097
C -0.217 3.048 -3.311  -0.026
C 0.612 3.559 -2.370  -0.025
N -0.099 3.710 -1.204  0.026
B 0.410 4.460 0.087  -0.420
N 1.623 3.654 0.650  0.011
C 2.935 3.959 0.370  -0.041
C 3.722 3.129 1.082  -0.025
N 2.880 2.311 1.798  -0.116
C 3.318 1.264 2.701  -0.020
C 1.595 2.638 1.528  -0.699
S 0.227 2.015 2.400  0.662
C -1.343 3.304 -1.432  -0.651
S -2.633 3.218 -0.260  0.565
H -2.420 2.099 -4.365  0.098
H -3.471 2.984 -3.243  0.095
H -2.873 1.366 -2.815  0.056
H -0.035 2.767 -4.334  0.132
H 1.653 3.825 -2.446  0.132
H 0.816 5.543 -0.258  0.084
H -0.465 4.482 0.897  0.044
H 3.192 4.756 -0.305  0.127
H 4.794 3.047 1.147  0.130
H 4.357 1.028 2.483  0.102
H 2.710 0.385 2.537  0.035
H 3.228 1.581 3.739  0.103

Calculated values
Gap between HOMO and LUMO (spin up / spin down) ... 7.284 / 6.224 eV
Multiplicity ... 2
HOMO (spin up / spin down) ... -10.15 / -10.23 eV
Max |F| ... 0.02119 hartree/bohr
Lowest unoccupied orbital energy (spin up / spin down) ... -0.1052 / -0.1471 Eh
Energy relative to the best compared isomer or geometry (same formula, charge and spin) ... 18.1 kcal per mole
⟨S²⟩ ... 0.764
Total charge ... +1